Computed, not measured: a molecular structure, C33H73O3P2, with the ωB97M-V functional and the def2-TZVPD basis.

Values from the calculation:
relative energy (zero: lowest compared OMol25 entry of this formula, charge and spin): 123.3 kcal per mole
frontier orbital gap: 7.24 eV
net charge: +1

Element x y z (Å)
C: -8.229 11.015 -30.635
C: -7.705 9.602 -30.241
C: -6.342 9.237 -30.961
C: -5.742 7.897 -30.642
P: -5.520 7.545 -28.866
C: -4.799 8.889 -27.926
C: -3.334 8.998 -28.062
C: -2.941 10.266 -27.202
C: -3.211 11.695 -27.808
C: -4.628 5.925 -28.761
C: -3.500 5.684 -29.736
C: -2.372 4.735 -29.173
C: -2.636 3.209 -29.210
C: -7.199 7.111 -28.116
C: -7.339 6.080 -26.967
C: -6.802 6.514 -25.598
C: -7.658 7.287 -24.720
H: -7.416 11.390 -31.258
H: -8.442 11.732 -29.842
H: -9.126 10.982 -31.253
H: -8.520 8.892 -30.381
H: -7.322 9.534 -29.223
H: -5.624 10.011 -30.692
H: -6.442 9.440 -32.028
H: -4.809 7.725 -31.180
H: -6.447 7.098 -30.871
H: -5.271 9.047 -26.956
H: -5.317 9.766 -28.313
H: -3.014 9.273 -29.067
H: -2.768 8.140 -27.698
H: -1.942 10.120 -26.791
H: -3.414 10.249 -26.220
H: -4.256 11.895 -28.044
H: -2.792 11.864 -28.800
H: -2.838 12.386 -27.053
H: -5.316 5.082 -28.824
H: -4.163 5.704 -27.801
H: -3.164 6.709 -29.892
H: -3.884 5.435 -30.725
H: -2.105 5.178 -28.214
H: -1.501 4.946 -29.794
H: -1.705 2.654 -29.093
H: -3.284 2.780 -29.974
H: -3.004 3.114 -28.189
H: -7.930 6.713 -28.821
H: -7.612 8.035 -27.711
H: -6.708 5.232 -27.234
H: -8.398 5.830 -26.914
H: -5.815 6.964 -25.704
H: -6.599 5.567 -25.098
H: -8.647 6.832 -24.770
H: -7.692 8.352 -24.951
H: -7.440 7.123 -23.665
C: -17.999 -3.517 -32.216
C: -17.382 -2.203 -31.723
C: -15.976 -2.468 -31.179
C: -15.464 -1.102 -30.544
P: -13.623 -0.957 -30.305
C: -13.003 0.828 -29.997
C: -11.639 0.943 -29.367
C: -11.174 2.468 -29.267
C: -9.825 2.477 -28.462
C: -13.176 -2.068 -28.900
C: -13.962 -3.478 -28.755
C: -13.712 -4.157 -27.362
C: -12.285 -4.753 -27.186
C: -12.787 -1.476 -31.926
C: -11.345 -1.091 -31.919
C: -10.618 -1.399 -33.235
C: -10.424 -2.883 -33.487
H: -19.064 -3.377 -32.026
H: -17.497 -4.389 -31.796
H: -17.790 -3.542 -33.285
H: -18.118 -1.722 -31.080
H: -17.447 -1.494 -32.549
H: -15.353 -2.958 -31.928
H: -16.134 -3.204 -30.391
H: -15.798 -0.849 -29.538
H: -15.639 -0.206 -31.140
H: -13.621 1.313 -29.241
H: -13.127 1.409 -30.911
H: -10.877 0.469 -29.986
H: -11.641 0.279 -28.503
H: -11.918 2.941 -28.625
H: -11.138 2.920 -30.258
H: -9.772 1.707 -27.691
H: -9.497 3.447 -28.090
H: -9.036 2.196 -29.159
H: -13.411 -1.466 -28.022
H: -12.095 -2.205 -28.922
H: -13.726 -4.256 -29.481
H: -15.050 -3.413 -28.744
H: -14.401 -5.001 -27.388
H: -13.957 -3.498 -26.530
H: -12.194 -5.182 -26.188
H: -11.522 -3.975 -27.188
H: -12.048 -5.521 -27.923
H: -13.322 -0.990 -32.742
H: -12.978 -2.548 -31.969
H: -10.667 -1.475 -31.158
H: -11.083 -0.034 -31.878
H: -9.665 -0.870 -33.272
H: -11.270 -0.998 -34.010
H: -10.222 -2.938 -34.557
H: -11.298 -3.515 -33.334
H: -9.651 -3.442 -32.960
O: -8.744 3.580 -31.404
C: -8.000 4.632 -31.323
O: -7.427 4.679 -30.251
O: -7.875 5.505 -32.232
H: -8.411 3.561 -30.504